1.
A structure of composition C56H126N8O3 in a non-equilibrium geometry, computed with ωB97M-V/def2-TZVPD.

Its LUMO energy is -13.3 eV. Its charge is +6.

Last column: Löwdin charge in e.
Cartesian coordinates (Å):
C  -2.757  5.040  -0.674  -0.03
C  -1.376  4.519  -1.124  -0.21
C  -0.326  5.054  -0.117  -0.07
N  0.433  3.991  0.706  -0.17
C  -0.557  3.301  1.593  -0.01
C  1.295  3.018  -0.191  -0.11
C  2.619  2.845  0.600  -0.12
C  2.490  3.559  1.946  -0.12
C  1.542  4.681  1.546  -0.04
H  -3.063  5.881  -1.297  0.11
H  -2.772  5.338  0.374  0.08
H  -3.396  4.158  -0.724  0.07
H  -1.012  4.854  -2.096  0.12
H  -1.385  3.436  -1.253  0.03
H  -0.731  5.784  0.584  0.15
H  0.500  5.403  -0.736  0.13
H  -0.069  2.859  2.463  0.08
H  -0.953  2.491  0.980  0.07
H  -1.366  3.957  1.912  0.13
H  0.848  2.035  -0.339  0.06
H  1.374  3.405  -1.207  0.10
H  2.726  1.789  0.848  0.03
H  3.526  3.026  0.023  0.14
H  2.106  2.931  2.750  0.05
H  3.428  4.046  2.213  0.15
H  0.991  5.083  2.396  0.14
H  1.961  5.565  1.064  0.16
C  4.223  -2.954  0.262  -0.08
C  2.893  -3.403  -0.278  -0.22
C  2.092  -2.299  -1.059  -0.03
N  0.901  -2.960  -1.932  -0.17
C  1.558  -3.668  -3.148  0.05
C  -0.076  -1.874  -2.432  -0.07
C  -1.416  -2.143  -1.615  -0.09
C  -1.004  -3.209  -0.574  -0.15
C  0.084  -4.054  -1.273  -0.03
H  4.128  -2.195  1.038  0.07
H  4.910  -2.598  -0.506  0.11
H  4.752  -3.740  0.800  0.11
H  2.301  -3.830  0.532  0.04
H  3.143  -4.242  -0.927  0.12
H  2.678  -1.651  -1.711  0.12
H  1.556  -1.641  -0.375  0.08
H  2.118  -2.912  -3.698  0.11
H  0.737  -4.086  -3.730  0.11
H  2.241  -4.482  -2.905  0.12
H  -0.037  -1.889  -3.522  0.13
H  0.382  -0.924  -2.159  0.04
H  -2.116  -2.613  -2.306  0.17
H  -1.917  -1.254  -1.234  0.06
H  -1.789  -3.836  -0.150  0.13
H  -0.519  -2.835  0.328  0.05
H  -0.416  -4.619  -2.060  0.15
H  0.640  -4.759  -0.654  0.15
C  0.058  0.556  -1.876  -0.24
C  -0.830  0.537  -3.066  -0.21
C  -0.407  1.249  -4.306  -0.10
N  -1.500  1.251  -5.424  -0.18
C  -2.803  1.989  -4.934  0.09
C  -1.784  -0.213  -5.788  -0.06
C  -2.173  -0.155  -7.321  -0.11
C  -1.169  0.813  -7.835  -0.14
C  -0.917  1.832  -6.729  -0.09
H  1.067  0.287  -2.188  0.11
H  -0.388  -0.170  -1.196  -0.10
H  -0.102  1.524  -1.401  0.07
H  -1.774  0.983  -2.752  0.05
H  -1.027  -0.519  -3.251  0.09
H  0.428  0.682  -4.718  0.07
H  0.039  2.235  -4.176  0.10
H  -3.282  1.775  -3.979  0.10
H  -3.538  1.761  -5.706  0.11
H  -2.480  3.023  -5.056  0.11
H  -2.659  -0.549  -5.233  0.13
H  -0.882  -0.764  -5.521  0.13
H  -3.145  0.330  -7.407  0.12
H  -2.198  -1.122  -7.823  0.14
H  -1.434  1.246  -8.800  0.15
H  -0.240  0.250  -7.928  0.13
H  -1.483  2.727  -6.987  0.15
H  0.141  2.019  -6.547  0.05
C  -2.124  1.830  -1.143  -0.15
C  -3.184  0.758  -0.903  -0.13
C  -3.238  0.411  0.584  -0.09
N  -3.845  -0.954  0.957  -0.14
C  -5.221  -1.132  0.290  0.07
C  -2.928  -2.135  0.498  -0.08
C  -2.153  -2.572  1.737  -0.22
C  -3.118  -2.389  2.869  -0.12
C  -3.905  -1.167  2.515  -0.05
H  -2.104  1.975  -2.223  0.07
H  -1.125  1.667  -0.739  0.06
H  -2.470  2.794  -0.770  0.05
H  -2.832  -0.114  -1.454  0.09
H  -4.108  1.099  -1.369  0.14
H  -3.855  1.147  1.100  0.16
H  -2.222  0.489  0.971  0.08
H  -5.565  -2.156  0.430  0.12
H  -5.170  -0.935  -0.781  0.11
H  -5.898  -0.385  0.704  0.12
H  -3.521  -2.993  0.183  0.16
H  -2.198  -1.881  -0.271  0.02
H  -1.719  -3.571  1.711  0.11
H  -1.340  -1.869  1.917  0.07
H  -3.787  -3.249  2.919  0.15
H  -2.664  -2.289  3.855  0.12
H  -4.915  -1.224  2.920  0.16
H  -3.480  -0.303  3.027  0.10
C  3.377  2.019  4.414  -0.03
C  2.054  1.213  4.145  -0.17
C  0.804  1.805  4.877  -0.05
N  -0.379  0.835  4.935  -0.20
C  -0.164  -0.246  5.990  0.02
C  -0.735  0.142  3.626  -0.07
C  -1.742  1.048  2.886  -0.18
C  -2.184  2.080  3.884  -0.12
C  -1.735  1.591  5.185  -0.04
H  3.524  2.342  5.444  0.10
H  3.500  2.858  3.729  0.04
H  4.231  1.347  4.328  0.09
H  2.144  0.141  4.325  0.10
H  1.767  1.342  3.102  0.06
H  0.349  2.571  4.249  0.10
H  0.848  2.299  5.848  0.16
H  -0.855  -1.090  5.970  0.10
H  -0.240  0.233  6.966  0.14
H  0.805  -0.724  5.847  0.08
H  -1.094  -0.857  3.872  0.10
H  0.138  -0.102  3.021  0.09
H  -2.505  0.389  2.471  0.03
H  -1.335  1.601  2.039  0.05
H  -3.271  2.141  3.832  0.15
H  -1.730  3.055  3.707  0.11
H  -2.283  0.739  5.589  0.15
H  -1.486  2.358  5.918  0.16
C  2.688  0.265  -0.197  -0.11
C  3.420  0.940  -1.344  -0.10
C  2.489  2.051  -1.970  -0.10
N  2.861  2.295  -3.545  -0.18
C  4.320  2.641  -3.829  0.08
C  2.376  1.125  -4.480  -0.07
C  2.075  1.784  -5.882  -0.10
C  1.837  3.269  -5.581  -0.12
C  1.908  3.420  -4.097  -0.09
H  2.799  0.825  0.732  0.05
H  3.077  -0.714  0.081  0.08
H  1.647  0.112  -0.480  0.05
H  3.557  0.089  -2.010  0.10
H  4.414  1.234  -1.006  0.14
H  2.636  3.091  -1.677  0.10
H  1.418  1.846  -1.970  0.06
H  4.995  1.803  -3.656  0.12
H  4.391  3.578  -3.277  0.12
H  4.392  3.021  -4.848  0.12
H  3.130  0.344  -4.385  0.13
H  1.483  0.581  -4.172  0.06
H  2.907  1.481  -6.517  0.15
H  1.211  1.365  -6.397  0.07
H  2.484  3.912  -6.178  0.15
H  0.813  3.518  -5.860  0.12
H  2.278  4.377  -3.729  0.15
H  0.920  3.161  -3.716  0.09
C  -1.146  -7.173  4.981  -0.05
C  -1.016  -5.650  4.674  -0.22
C  0.438  -5.278  4.459  -0.05
N  0.643  -3.683  4.324  -0.16
C  0.450  -2.917  5.669  0.04
C  -0.217  -3.040  3.159  -0.09
C  0.757  -2.514  2.106  -0.15
C  1.938  -3.419  2.284  -0.14
C  2.099  -3.467  3.820  -0.04
H  -0.883  -7.888  4.202  0.09
H  -2.148  -7.415  5.335  0.10
H  -0.336  -7.441  5.660  0.09
H  -1.566  -5.063  5.410  0.11
H  -1.674  -5.404  3.841  0.10
H  0.793  -5.725  3.530  0.14
H  1.204  -5.419  5.221  0.14
H  1.277  -3.189  6.326  0.14
H  -0.513  -3.195  6.096  0.12
H  0.474  -1.857  5.417  0.00
H  -0.971  -2.357  3.551  0.07
H  -0.823  -3.794  2.657  0.10
H  0.886  -1.452  2.310  0.10
H  0.246  -2.558  1.144  0.07
H  2.848  -3.026  1.831  0.07
H  1.732  -4.350  1.756  0.13
H  2.517  -2.555  4.246  0.13
H  2.789  -4.231  4.177  0.15
N  0.232  -0.076  0.761  -0.35
O  -0.175  -0.781  1.633  -0.17
O  0.129  -0.487  -0.381  -0.09
O  0.733  1.059  1.059  -0.06


2.
A cluster of 2 separate species, C6H11NO in total in a non-equilibrium geometry, computed with ωB97M-V/def2-TZVPD.

Its LUMO energy (spin up / spin down) is 3.6 / 3.6 eV. The spin multiplicity is 2. Its charge is -1.

Last column: Löwdin charge in e.
Cartesian coordinates (Å):
C  2.850  0.221  0.272  -0.13
C  1.648  1.057  -0.224  -0.24
C  0.306  0.470  0.058  -0.28
C  -0.826  0.436  -0.712  -0.23
N  -1.906  0.180  0.067  0.00
C  -1.507  0.061  1.363  -0.23
C  -0.146  0.230  1.398  -0.09
H  2.587  -0.733  0.725  0.06
H  3.565  -0.001  -0.510  0.05
H  3.370  0.770  1.063  0.06
H  1.763  2.059  0.214  0.10
H  1.801  1.319  -1.276  0.09
H  -0.956  0.536  -1.773  0.06
H  -2.857  0.234  -0.260  0.09
H  -2.054  -0.416  2.155  0.07
H  0.463  0.227  2.296  0.09
H  -2.771  -2.676  -0.936  -0.06
H  -2.314  -1.953  -2.296  -0.08
O  -3.015  -2.022  -1.625  -0.34


3.
The ion C3FO2 with charge -1 in a non-equilibrium geometry, computed with ωB97M-V/def2-TZVPD.

Its LUMO energy (spin up / spin down) is 4.2 / 4.3 eV. Its charge is -1.

Last column: Löwdin charge in e.
Cartesian coordinates (Å):
C  -0.071  0.075  0.475  -0.05
C  -1.667  0.831  -0.104  -0.03
C  1.281  0.011  0.056  -0.69
O  2.270  0.508  -0.414  0.03
O  0.812  -1.205  0.202  -0.01
F  -2.626  -0.220  -0.214  -0.26